No. 1
A molecular structure, C11H27BrINO9P2SSi2. Source: the OMol25 dataset; level of theory: ωB97M-V/def2-TZVPD.

```
55
Properties=species:S:1:pos:R:3
C 3.610 -3.739 -0.536
C 2.388 -2.921 -0.928
N 2.688 -1.474 -0.978
Si 1.499 -0.337 -0.441
C 1.807 1.281 -1.349
C 3.294 1.605 -1.544
C 3.926 2.397 -0.406
Br 3.520 2.575 -3.248
O -0.029 -0.898 -0.808
Si -1.376 -0.762 0.122
C -1.708 0.985 0.691
C -2.395 1.883 -0.367
C -3.600 2.658 0.193
S -4.992 2.741 -0.922
O -6.160 2.264 -0.257
O -4.637 2.237 -2.217
O -5.068 4.340 -1.047
C -2.779 -1.407 -0.971
C -4.206 -1.154 -0.588
O -5.090 -0.946 -1.337
I -4.687 -1.205 1.529
P -1.025 -2.254 1.814
O 0.360 -2.787 1.700
O -1.364 -1.582 3.224
O -2.115 -3.432 1.695
P 1.607 -0.046 1.829
C 3.232 -0.812 2.167
O 2.066 1.560 1.976
H 3.883 -3.534 0.501
H 4.465 -3.499 -1.171
H 3.401 -4.807 -0.614
H 2.009 -3.255 -1.898
H 1.599 -3.092 -0.199
H 2.976 -1.228 -1.920
H 1.337 2.097 -0.790
H 1.303 1.226 -2.315
H 3.874 0.700 -1.704
H 3.190 3.025 0.093
H 4.733 3.031 -0.767
H 4.335 1.716 0.342
H -2.312 0.913 1.599
H -0.777 1.464 1.008
H -1.661 2.611 -0.716
H -2.701 1.337 -1.259
H -3.994 2.217 1.109
H -3.332 3.687 0.415
H -5.553 4.547 -1.861
H -2.649 -2.493 -1.026
H -2.692 -0.990 -1.978
H -0.520 -1.407 3.667
H -1.638 -4.241 1.463
H 3.700 -0.209 2.946
H 3.886 -0.846 1.297
H 3.064 -1.825 2.532
H 1.311 2.088 2.250
```

Properties
LUMO level ... 0.145 eV


No. 2
3 unconnected molecules or ions with the total composition C11H27ClN3O2S at a distorted geometry. Source: the OMol25 dataset; level of theory: ωB97M-V/def2-TZVPD.

```
45
Properties=species:S:1:pos:R:3
C 1.157 -2.975 -0.173
C 1.151 -1.492 0.525
C 0.242 -0.363 -0.240
Cl 1.137 0.013 -1.859
S -1.483 -0.913 -0.716
C -2.793 -0.358 0.503
C -4.214 -1.094 0.017
N -4.162 -2.546 0.443
H 2.271 -3.350 -0.382
H 0.705 -3.769 0.594
H 0.525 -3.053 -1.158
H 2.274 -1.090 0.506
H 0.853 -1.505 1.676
H 0.260 0.664 0.361
H -1.780 -0.203 -1.909
H -2.920 0.827 0.557
H -2.567 -0.683 1.629
H -5.170 -0.510 0.364
H -4.165 -1.075 -1.175
H -3.932 -3.106 -0.432
H -3.311 -2.705 1.061
C -1.762 -1.263 4.390
O -2.916 -0.875 4.524
N -0.673 -0.790 5.092
C 0.665 -1.301 4.877
C -0.872 0.253 6.077
H -1.499 -2.053 3.668
H 1.039 -1.719 5.816
H 1.311 -0.479 4.558
H 0.670 -2.081 4.110
H -1.574 -0.104 6.837
H -1.303 1.130 5.585
H 0.076 0.524 6.550
C 3.479 4.210 -4.367
O 4.088 5.164 -4.834
N 2.797 3.261 -5.099
C 2.098 2.159 -4.472
C 2.778 3.369 -6.543
H 3.429 4.033 -3.280
H 2.522 1.218 -4.835
H 1.039 2.211 -4.741
H 2.194 2.199 -3.383
H 3.806 3.339 -6.916
H 2.330 4.327 -6.823
H 2.202 2.551 -6.984
```

Properties
LUMO level ... -4.101 eV
Net charge ... +1


No. 3
A molecular structure, C11H27FIMgO5P at a distorted geometry. Source: the OMol25 dataset; level of theory: ωB97M-V/def2-TZVPD.

```
47
Properties=species:S:1:pos:R:3
C 2.603 2.080 -0.130
O 1.433 2.272 -0.942
C 1.374 3.601 -1.465
C 0.472 4.509 -0.621
C -0.852 3.732 -0.366
C -0.812 3.181 1.041
C -1.854 2.090 1.364
C -2.572 1.532 0.131
P -1.427 0.431 -0.766
I -1.441 0.749 -3.149
H 2.432 1.179 0.457
H 2.753 2.947 0.512
H 3.457 1.947 -0.796
H 0.909 3.524 -2.452
H 2.367 4.028 -1.613
H 0.927 4.699 0.349
H 0.276 5.437 -1.149
H -1.669 4.432 -0.541
H -0.881 2.960 -1.141
H -1.034 4.049 1.729
H 0.179 2.833 1.328
H -2.552 2.393 2.141
H -1.297 1.257 1.811
H -3.396 0.897 0.466
H -3.014 2.269 -0.533
H -0.098 0.594 -0.341
H -1.779 -0.909 -0.530
C 0.839 -3.763 -1.168
C -0.643 -3.827 -0.823
O -1.128 -5.145 -0.962
C -0.822 -5.959 0.084
O -0.174 -5.613 1.039
O -1.322 -7.144 -0.159
C -1.031 -8.147 0.839
H 1.002 -4.196 -2.176
H 1.213 -2.736 -1.161
H 1.429 -4.352 -0.434
H -1.214 -3.213 -1.519
H -0.826 -3.445 0.182
H -1.310 -7.803 1.830
H 0.025 -8.408 0.809
H -1.621 -9.021 0.585
O 3.020 4.487 2.180
H 3.834 5.003 2.161
H 2.956 4.181 3.091
F -1.373 5.316 2.638
Mg 2.642 -4.928 -1.831
```

Properties
Energy above the lowest of the compared OMol25 structures with the same formula, charge and spin ... 16.60 kcal per mole
LUMO level ... -11.183 eV
Net charge ... +2


No. 4
2 unconnected molecules or ions with the total composition C11H27FIN3O5P. Source: the OMol25 dataset; level of theory: ωB97M-V/def2-TZVPD.

```
49
Properties=species:S:1:pos:R:3
C -3.094 0.740 3.906
C -2.390 -0.576 3.668
O -1.191 -0.369 2.912
C 0.006 -0.809 3.520
C 1.152 -0.351 2.641
O 1.569 1.004 2.828
C 0.675 2.012 2.459
P 0.574 2.330 0.655
F -0.651 1.554 0.122
I 0.153 4.610 0.398
C 2.072 1.874 -0.178
C 2.076 1.907 -1.776
N 0.731 2.170 -2.223
N 2.598 0.688 -2.351
N 2.880 3.009 -2.250
H -3.173 1.282 2.963
H -4.099 0.575 4.288
H -2.559 1.363 4.622
H -2.145 -1.059 4.616
H -3.019 -1.257 3.094
H 0.089 -0.412 4.536
H 0.057 -1.902 3.574
H 2.036 -0.956 2.824
H 0.849 -0.515 1.599
H 1.045 2.950 2.872
H -0.347 1.849 2.810
H 2.424 0.934 0.250
H 2.764 2.645 0.171
H 0.150 1.337 -2.189
H 0.795 2.396 -3.211
H 3.515 0.441 -1.993
H 1.981 -0.093 -2.155
H 3.736 3.156 -1.733
H 2.355 3.873 -2.234
C 0.108 -2.602 -4.742
C -1.347 -2.706 -4.346
O -1.500 -3.249 -3.010
C -1.302 -2.413 -2.021
O -1.029 -1.233 -2.109
O -1.428 -3.062 -0.861
C -1.238 -2.218 0.275
H 0.599 -3.570 -4.640
H 0.179 -2.288 -5.783
H 0.635 -1.872 -4.128
H -1.884 -3.412 -4.974
H -1.851 -1.743 -4.394
H -1.926 -1.376 0.243
H -0.213 -1.841 0.289
H -1.419 -2.813 1.164
```

Properties
LUMO level ... -3.573 eV
Net charge ... +1


No. 5
A molecular structure, C11H27FeN3O9P at a distorted geometry. Source: the OMol25 dataset; level of theory: ωB97M-V/def2-TZVPD.

```
52
Properties=species:S:1:pos:R:3
Fe 0.020 2.010 -7.086
O -0.258 1.191 -3.612
H 0.326 0.913 -2.880
P -4.044 1.731 -8.260
O -2.744 0.843 -8.367
O -5.132 1.392 -7.245
O -4.587 2.553 -9.402
O -3.254 2.778 -7.387
C 2.237 6.180 -0.299
C 0.876 6.600 0.210
O -0.178 6.570 -0.645
H 2.916 5.989 0.532
H 2.596 6.942 -0.990
H 2.241 5.253 -0.873
H 0.840 7.541 0.759
H 0.633 6.011 1.094
C 4.610 -1.785 0.423
O 4.673 -3.012 0.530
N 5.240 -0.972 1.270
C 5.915 -1.412 2.483
C 5.386 0.446 1.038
H 4.039 -1.232 -0.338
H 6.966 -1.203 2.281
H 5.774 -2.462 2.741
H 5.812 -0.703 3.304
H 5.261 1.071 1.922
H 6.406 0.456 0.653
H 4.791 0.842 0.214
C -3.169 0.206 3.514
O -3.029 0.964 2.508
N -2.204 -0.243 4.311
C -2.427 -1.152 5.435
C -0.779 0.034 3.794
H -4.117 -0.270 3.808
H -3.375 -1.691 5.459
H -2.242 -0.676 6.397
H -1.691 -1.952 5.351
H -0.821 0.367 2.757
H -0.180 0.653 4.461
H -0.153 -0.854 3.887
C -3.519 -3.013 -1.802
O -4.550 -2.485 -1.488
N -2.847 -4.036 -1.244
C -1.680 -4.662 -1.834
C -3.255 -4.569 0.054
H -2.992 -2.667 -2.705
H -1.989 -5.668 -2.118
H -0.944 -4.503 -1.046
H -1.402 -4.092 -2.720
H -4.289 -4.251 0.189
H -3.148 -5.653 0.108
H -2.559 -4.320 0.856
```

Properties
LUMO level (spin up / spin down) ... 4.917 / 3.547 eV
Expectation value of S² ... 20.059
Net charge ... -3
Spin multiplicity ... 9


No. 6
A molecular structure, C11H27GdNO2Si2 at a distorted geometry. Source: the OMol25 dataset; level of theory: ωB97M-V/def2-TZVPD.

```
44
Properties=species:S:1:pos:R:3
C -2.647 -3.995 5.159
O -2.017 -3.298 4.061
C -1.352 -4.036 3.139
C -1.472 -3.300 1.751
C -0.541 -3.734 0.565
C -0.409 -2.511 -0.403
C 1.018 -2.410 -0.972
C 1.377 -1.036 -1.568
C 2.089 -0.076 -0.601
Si 2.922 1.363 -1.476
O 1.946 2.695 -1.824
Si 1.353 3.741 -0.745
N 1.166 5.310 -1.668
C 0.146 5.812 -2.223
C -0.635 6.905 -1.575
C -0.255 5.330 -3.585
H -3.453 -3.358 5.505
H -3.076 -4.945 4.825
H -1.940 -4.136 5.974
H -1.744 -5.088 3.136
H -0.295 -4.132 3.456
H -2.518 -3.382 1.415
H -1.295 -2.265 2.025
H -1.006 -4.519 -0.062
H 0.452 -4.062 0.887
H -1.083 -2.659 -1.244
H -0.687 -1.595 0.117
H 1.075 -3.122 -1.797
H 1.735 -2.695 -0.199
H 0.454 -0.561 -1.915
H 1.989 -1.199 -2.454
H 2.925 -0.616 -0.140
H 1.436 0.219 0.226
H 4.076 1.833 -0.693
H 3.356 0.863 -2.787
H 2.275 4.029 0.353
H 0.031 3.325 -0.256
H -0.844 7.662 -2.332
H -1.598 6.478 -1.284
H -0.123 7.339 -0.724
H 0.107 4.325 -3.781
H -1.342 5.367 -3.652
H 0.162 6.034 -4.309
Gd -1.757 -5.898 1.676
```

Properties
LUMO level (spin up / spin down) ... -10.258 / -10.829 eV
Expectation value of S² ... 15.785
Net charge ... +3
Spin multiplicity ... 8


Question: Which formula does entry 1 have?
Answer: C11H27BrINO9P2SSi2